# 1
The following is a quantum chemistry calculation of C46H47AsN2P2S2Sr as an isolated structure, from OMol25.

Values from the calculation:
LUMO in eV: 0.328
Total charge: 0
Energy relative to the best compared isomer or geometry (same formula, charge and spin) in kcal per mole: 6.3
Orbital gap in hartree: 0.28951

Geometry (Å):
1 C 0.20574 3.02668 3.04279
2 C -2.82323 -5.23196 2.31733
3 C 1.57509 0.90968 -3.78617
4 C -1.70271 2.61686 -4.22975
5 H -4.23359 2.32922 5.08525
6 H -4.78901 -4.38483 2.49312
7 C 3.78683 1.43725 -4.85572
8 C -3.72558 -4.18656 2.46624
9 H -2.56726 -5.11165 -3.22126
10 C -1.53916 -1.95708 -2.43364
11 C 2.20470 -0.94252 -1.49749
12 C -3.04758 5.07927 -4.45162
13 H -1.21872 1.65366 -4.13024
14 N 0.21089 -0.88402 3.10478
15 H -3.57247 6.02144 -4.53939
16 H 2.30850 -1.08244 -0.41982
17 C -2.73367 -0.37776 6.47126
18 C 3.08000 -0.84774 3.97986
19 H 3.54317 1.72194 1.82590
20 C 3.78162 0.94674 2.54610
21 S -2.57545 3.39615 0.79923
22 H -0.52281 5.00446 3.43220
23 C -3.49360 0.78538 6.37861
24 N -1.95245 2.84480 -1.78695
25 H -3.14331 1.40690 3.07081
26 H -0.81843 -4.26632 -4.83573
27 H 6.14216 -0.59872 -6.18907
28 H 4.19388 1.24477 -2.15000
29 C 4.27516 -1.24209 -5.34530
30 C -1.24340 -1.03915 -1.67942
31 H 0.67784 -1.76233 2.91119
32 C 5.39949 -0.21445 3.88756
33 H 5.87073 1.41613 2.57312
34 C 2.83275 0.49464 -4.47740
35 H 0.75927 0.21654 -4.00333
36 H 0.59645 0.59108 5.36193
37 C -2.51764 3.64504 -0.91515
38 P 1.07459 0.47004 2.44114
39 H 1.25762 1.90771 -4.08917
40 C -1.93954 3.18585 -5.46700
41 C 5.22049 -0.29399 -5.71079
42 H -3.23091 -4.03171 -1.97922
43 H -1.56497 -4.60024 -1.84773
44 C -2.33554 -4.27994 -2.55044
45 H 3.42816 2.77918 -1.67807
46 H 3.59590 2.48861 -4.67092
47 H 0.06368 -3.49269 2.32009
48 H 4.45608 -2.29148 -5.54084
49 C -2.81284 4.50640 -3.20847
50 H 2.35350 -1.59512 -4.46114
51 P -1.44915 -0.84347 2.60311
52 H -3.97889 -2.07579 2.68879
53 H -0.78896 4.60994 5.85940
54 H 0.20041 -3.75084 -3.47872
55 C -3.26675 -2.88583 2.57492
56 C -2.13038 -0.90086 5.34220
57 C -1.89923 -2.60662 2.54449
58 H -2.61581 -0.87156 7.42757
59 C -3.65017 1.42076 5.15822
60 C 3.44401 1.70332 -1.50652
61 C -0.25867 4.04756 3.86223
62 C 2.76421 0.13789 3.04889
63 C 0.36839 1.56542 4.94749
64 H 4.62963 -1.79604 5.11417
65 H -0.23148 2.40161 6.82314
66 H -3.17971 -6.24954 2.22731
67 H -0.75484 -5.77057 2.14804
68 C -1.85749 -3.06255 -3.35429
69 C -2.60007 4.41168 -5.57864
70 Sr -1.14833 1.07538 -0.17885
71 H -1.52947 -1.80093 5.40888
72 C -0.09907 2.57930 5.76344
73 C -0.60175 -3.44189 -4.15125
74 C 0.52153 1.78309 3.57877
75 C -3.04352 0.89534 4.02263
76 C -0.41297 3.82154 5.21996
77 H 3.15426 -1.16599 -1.98329
78 H -2.64336 -1.75797 -4.90329
79 H -3.86578 -2.35329 -3.77785
80 S -3.27012 5.05812 -1.62167
81 C -2.13064 3.28966 -3.08800
82 H 3.70789 1.51689 -0.46572
83 H -3.96135 1.19427 7.26523
84 C -1.00508 -3.65793 2.38436
85 C -1.46519 -4.96406 2.27489
86 C -2.28133 -0.26410 4.11148
87 H 0.29311 3.19780 1.97549
88 H 1.40849 -1.59518 -1.85100
89 C 3.09237 -0.85071 -4.73568
90 As 1.67814 0.91043 -1.80987
91 H -2.77412 4.83926 -6.55717
92 C 4.39362 -1.02541 4.39164
93 H -1.61583 2.67190 -6.36284
94 C 5.09053 0.77817 2.96748
95 C 4.96972 1.04892 -5.46690
96 C -2.96275 -2.62598 -4.32484
97 H 5.69601 1.79780 -5.75646
98 H 2.29977 -1.46808 4.40310
99 H -0.24864 -2.59069 -4.73670
100 H 6.42250 -0.35419 4.21141
101 H -3.20405 -3.43763 -5.01645


# 2
The following is a quantum chemistry calculation of a 7-piece molecular cluster, C46H47FNO overall, from OMol25.

Values from the calculation:
LUMO in eV: 2.015
Total charge: -1
Orbital gap in hartree: 0.18910

Geometry (Å):
1 C -0.87512 2.65521 -0.47240
2 H -1.82583 -3.42278 2.22494
3 C -1.25832 1.30900 -8.29099
4 H -0.95506 -3.12511 4.52477
5 H -4.14448 -8.95865 7.66390
6 C -1.52595 4.14065 -0.46819
7 C 6.34177 0.04065 -4.31417
8 C -0.81902 -1.68495 1.45417
9 H -2.46966 -0.81001 5.36166
10 C -0.55136 3.11866 -10.28435
11 H -3.69315 -2.57682 6.59255
12 H -5.17439 -0.42641 -3.05393
13 H -3.08912 -6.87000 6.85332
14 H 2.44681 3.78607 -4.22315
15 H -2.40638 0.31582 -9.81411
16 H -5.21776 -0.38130 -5.52986
17 H -5.29770 -8.99384 9.85534
18 H -3.91943 1.30542 -1.80532
19 C -0.05756 3.27771 -8.99269
20 H -2.69675 3.07362 -3.02627
21 H 5.25010 -0.60001 -1.16615
22 C -4.66234 0.37390 -4.98255
23 C 4.71156 3.79116 -3.63791
24 H -0.02366 2.49508 -6.99032
25 H -3.64897 -2.61784 9.06892
26 C -4.88083 -6.92783 10.28100
27 C 5.20065 3.10431 -1.08246
28 H -1.26724 2.09223 -1.39813
29 F -1.93983 4.73640 -1.75004
30 C 7.51012 -1.84572 -3.37098
31 H 3.30396 2.56116 0.21808
32 H 6.84352 3.71845 -2.63102
33 H 6.17157 0.72324 -5.13998
34 H 6.93383 -2.40524 -1.37593
35 H -1.22982 2.13236 0.49027
36 C -0.40998 2.37195 -7.99698
37 H 6.32527 3.78486 0.78922
38 C 0.01843 -0.61280 1.74696
39 C -3.93379 1.32275 -2.89013
40 H 1.17002 0.38338 3.26473
41 H -1.19934 -1.81594 0.44628
42 C -3.11807 -1.84032 8.52960
43 H 7.37774 2.84637 -0.40836
44 C -4.64034 0.34989 -3.59179
45 C 0.16554 -1.35509 4.03592
46 C -3.24538 2.31784 -3.57860
47 H 4.86458 0.95935 -3.05010
48 C -3.63353 -5.73641 8.59728
49 C -4.18423 -8.05967 8.27046
50 H -0.27973 3.82688 -11.06000
51 C -2.41580 -0.86356 9.22928
52 C -1.74733 0.14796 7.14561
53 C 3.66860 2.89994 -0.80524
54 C -2.45416 -0.82563 6.44607
55 H -3.98620 1.38257 -6.75706
56 C 6.33278 2.89658 0.05153
57 H -3.16606 -4.82292 8.24471
58 C 6.77041 -1.71708 -2.19880
59 H 0.55290 -1.22836 5.04209
60 H 0.65366 2.37367 -2.67349
61 C 3.19787 3.60487 -3.37992
62 H -2.71910 3.10505 -5.50914
63 H 6.04977 1.93509 0.62596
64 C 0.51328 -0.44974 3.03775
65 H 0.60205 4.10777 -8.76272
66 H 0.68415 4.13088 -2.05202
67 C -1.74776 1.14682 -9.58378
68 C -3.14054 -1.81844 7.13833
69 H -1.77204 1.92251 -11.58909
70 H 0.28692 0.09633 0.96860
71 H 5.05191 4.11381 -4.67510
72 C 1.07332 3.05569 -1.83019
73 H -4.31005 -4.86106 10.44085
74 H 8.25292 -2.63185 -3.46027
75 C -4.27755 -5.75780 9.83040
76 H -1.18692 0.89460 9.08257
77 C 7.29658 -0.96576 -4.42765
78 C -1.16999 -2.58870 2.45312
79 C 5.60614 0.17256 -3.14023
80 C -3.26078 2.33461 -4.97041
81 C -3.58890 -6.88711 7.81582
82 N 0.62181 2.67477 -0.47131
83 H 7.87453 -1.06498 -5.34120
84 C -4.83153 -8.08010 9.50201
85 H -5.38863 -6.94237 11.23953
86 C 2.67741 3.17252 -1.95672
87 H -2.40122 -0.87816 10.31417
88 C -0.67964 -2.42242 3.74502
89 O -1.67361 4.86446 0.53687
90 C 5.82219 -0.70488 -2.08234
91 C 5.72598 3.56491 -2.48495
92 H -1.20905 0.91985 6.60597
93 C -1.39238 2.05048 -10.58047
94 C -3.97144 1.36485 -5.67201
95 H -1.53718 0.60634 -7.51313
96 C -1.73246 0.13146 8.53704


# 3
The following is a quantum chemistry calculation of C46H48Cl2IrN3P3 as an isolated structure, from OMol25.

Values from the calculation:
LUMO (alpha / beta) in eV: -11.996 / -13.459
Total charge: +4
Energy relative to the best compared isomer or geometry (same formula, charge and spin) in kcal per mole: 2.3
Spin multiplicity: 2
Expectation value of S²: 0.762
Orbital gap (alpha / beta) in hartree: 0.23790 / 0.18414

Geometry (Å):
1 C 2.01649 3.34183 -0.98956
2 C -3.43444 2.28248 0.44328
3 H 1.12765 -2.10353 2.97135
4 H -3.96291 -2.00066 -4.09206
5 H 1.11980 1.43319 -6.53664
6 H -3.13353 5.57197 1.17654
7 N 2.01656 -1.79199 1.09822
8 C 2.09397 -1.77110 2.58643
9 C -1.14047 3.00794 0.23280
10 H 4.37771 3.80719 2.03579
11 C 6.22900 -1.63516 -1.56617
12 N 0.74637 0.92023 1.69553
13 Cl 1.06900 -2.68069 -4.15107
14 Ir 0.61351 -0.47001 0.19043
15 C 6.21055 -0.27996 -1.27403
16 C -3.69840 0.09002 -4.50066
17 C 1.75388 0.84490 -2.77583
18 H 7.13770 0.27465 -1.21736
19 N -2.60227 -0.73354 0.49187
20 C -2.90108 -1.00869 -2.51759
21 H 5.02475 1.44233 -0.87535
22 C 1.20881 0.54123 3.07589
23 C 3.69711 3.67206 1.20553
24 H 1.43306 1.47760 3.58906
25 H -4.19721 1.51644 0.36096
26 C -3.69270 -5.22050 0.52381
27 C 2.70324 1.53019 -3.55156
28 H 3.97383 1.56095 1.14994
29 H 7.17083 -2.14036 -1.73394
30 C -2.39496 0.20875 -2.05012
31 C -4.51146 -4.77020 2.76430
32 Cl -0.02750 -2.46837 -1.29950
33 H -3.46010 -1.02588 0.02401
34 H 3.62540 1.89285 -3.11353
35 H 5.04300 -3.38502 -1.93935
36 H -0.48045 -4.00314 -3.02172
37 H -0.16017 1.38474 1.78178
38 H -3.81640 -2.97376 3.69325
39 C -1.51182 4.29502 0.59838
40 C -1.52523 -1.09606 5.61817
41 H 1.20490 -4.23168 -2.37807
42 H 1.71893 -2.72073 0.80162
43 H 0.36915 0.07376 3.58703
44 H -3.31067 2.19668 -4.63454
45 C 2.41831 -0.37318 3.07337
46 H -5.13316 -5.05130 3.60342
47 C 3.79632 -0.32275 -1.13457
48 C -2.03317 0.19027 5.79348
49 H -2.15979 2.31635 -2.47131
50 H 2.82760 -0.41433 4.08259
51 H -2.79255 -1.92026 -1.94073
52 C -3.77195 -3.60534 2.81601
53 C -3.18593 1.29807 -4.04528
54 C 3.83083 -1.68180 -1.47028
55 C -2.95294 -4.05853 0.55511
56 H 1.83400 5.47595 -0.97852
57 H -0.13750 -0.17875 -2.79179
58 H -2.05455 0.62626 6.78405
59 C 5.03294 -2.33581 -1.67527
60 H -0.54621 0.21828 -5.17572
61 H 3.30316 5.77115 0.98651
62 C -2.83891 4.56989 0.89403
63 C 2.26786 4.61221 -0.49193
64 H -1.12569 -2.66738 4.22119
65 H -0.11082 2.80257 -0.03189
66 C 2.46694 1.74350 -4.89621
67 H -2.94298 1.90314 4.86795
68 P 2.23497 0.58806 -1.06641
69 C 0.47956 -3.54882 -2.80345
70 C 1.29498 1.27208 -5.48111
71 H 2.95586 -1.67673 0.71552
72 H 2.84278 -2.49506 2.90810
73 C -3.55345 -1.06365 -3.73914
74 H -2.33309 -3.78448 -0.29104
75 P -1.64432 0.36071 -0.42364
76 C -4.46486 -5.57723 1.63018
77 H -1.15539 -1.65419 6.46795
78 H 3.20953 0.04591 2.44862
79 H -3.67063 -5.86018 -0.34766
80 H -2.94624 0.91155 2.60831
81 C -2.53551 1.36351 -2.82361
82 C 2.60590 2.21968 -0.39363
83 C -1.50877 -1.66130 4.35679
84 H -0.77128 5.08265 0.64369
85 H 3.19718 2.27476 -5.49167
86 H -4.22138 0.04839 -5.44699
87 C 3.09935 4.77826 0.60719
88 C -3.79967 3.56361 0.81575
89 C -2.52908 0.91586 4.71057
90 C -2.52702 0.36283 3.44256
91 C 0.36152 0.58913 -4.71827
92 H 1.37683 1.65441 1.36089
93 C -3.00231 -3.23474 1.69800
94 P -2.07220 -1.75276 1.70332
95 H -4.83552 3.78728 1.03328
96 C 3.45568 2.40215 0.71013
97 C -2.02828 -0.93790 3.26697
98 H 2.90625 -2.22355 -1.62503
99 C -2.09335 1.99498 0.16029
100 H 1.39313 3.22727 -1.86767
101 H -5.03371 -6.49790 1.60891
102 C 0.58998 0.37241 -3.36560
103 C 5.00730 0.37882 -1.06363


# 4
The following is a quantum chemistry calculation of C46H48CrN9O as an isolated structure, from OMol25.

Values from the calculation:
LUMO (alpha / beta) in eV: -0.134 / -0.193
Total charge: 0
Spin multiplicity: 6
Expectation value of S²: 8.777
Orbital gap (alpha / beta) in hartree: 0.11789 / 0.27042

Geometry (Å):
1 H 2.52651 -4.25837 2.65941
2 C -2.37428 -3.51216 4.52574
3 H -2.80382 -4.16493 2.58043
4 H -1.18089 0.29379 -0.75235
5 N -5.00455 -3.28234 -3.71882
6 H 6.06839 1.94293 -0.94222
7 H -0.47502 3.62273 -3.24240
8 C -1.22258 3.11127 -3.83058
9 C 1.07077 -0.15159 -3.41204
10 C -2.37942 -2.97177 -2.74221
11 Cr 1.66178 -1.22688 2.06884
12 H -4.21625 -3.22740 -5.61846
13 H -3.45399 0.26747 2.28653
14 H 3.25781 -6.37050 1.36221
15 H -1.68592 -1.32820 -0.25105
16 H -3.31358 -3.04250 -0.81262
17 C -0.19788 -2.41584 4.67975
18 C 2.59752 -5.59737 -0.48971
19 C -2.30134 1.01133 -4.38528
20 H -1.17442 3.10582 4.53123
21 N -0.03467 -2.40254 3.32797
22 C -0.98700 -3.00772 2.62409
23 H 6.72972 0.01341 0.74610
24 H 1.58997 1.90442 -3.49583
25 H 0.80287 4.08339 5.43285
26 C 4.69879 -0.29131 1.23867
27 C -2.71185 1.60659 -5.50718
28 C -1.17335 -0.42144 0.07013
29 C 2.71399 -5.57141 0.88042
30 H -1.45976 -2.89516 6.38755
31 H -3.11701 2.57125 1.83991
32 H -0.97345 0.91362 3.19773
33 N -1.63385 3.68923 -4.99070
34 H 4.88256 -1.13357 1.88923
35 H -4.04849 -0.45186 4.60715
36 H 2.15188 4.06785 -2.64162
37 C 2.00898 4.13650 -1.57332
38 C -3.52873 3.24996 3.86584
39 H -2.87020 3.51654 -6.61486
40 C 3.04333 0.85042 0.21770
41 H 0.65352 -2.06861 5.24627
42 N 1.11588 0.80919 3.37210
43 C -2.65521 -2.97004 -4.11700
44 C 1.48862 0.97852 -4.04247
45 N 3.33151 -0.16157 1.02100
46 H 0.93001 4.04907 2.13944
47 C 1.76079 0.99478 -5.38265
48 O 0.08676 -0.69231 0.61042
49 C 5.36064 1.32695 -0.40738
50 C 2.62423 5.00766 -0.67555
51 C 2.13700 -4.46718 -1.19748
52 H 2.01996 0.99790 -0.09435
53 C -1.39931 -2.88586 5.30928
54 C 0.90784 3.19439 4.82866
55 H -1.86071 -2.92208 -4.84697
56 N -3.91487 2.85555 5.10896
57 H 3.49976 5.54485 -1.00915
58 H -1.86009 0.00585 0.80083
59 N 1.15803 3.14917 -1.16159
60 C -3.43400 -3.09367 -1.88466
61 H 3.61630 2.34637 -1.10542
62 C 3.99598 1.53161 -0.50675
63 H 2.93176 5.45830 1.37176
64 C 5.72825 0.33537 0.50154
65 H 2.18617 -4.41937 -2.27529
66 C -4.74539 -3.17276 -2.33719
67 H 2.84351 -6.46221 -1.08798
68 C 2.32318 -4.38859 1.60673
69 C 1.30874 4.04240 1.12804
70 C 2.13485 2.67189 4.53520
71 H -5.61939 -3.25884 -1.70860
72 H -2.48112 -0.01672 -4.10745
73 H 3.04676 3.11800 4.90368
74 H -0.74695 -3.14371 1.57993
75 H 0.88617 -0.05295 -2.35251
76 H -3.27983 -3.97545 4.88867
77 C -3.93826 -3.20376 -4.57512
78 C -1.55170 1.78815 -3.50562
79 C -3.99352 1.52031 5.43681
80 H -4.25669 1.14794 6.41583
81 C 0.99133 -1.19995 -5.50015
82 C 2.18209 1.47917 3.82451
83 H -0.08729 2.54158 0.37060
84 H -3.45400 4.32259 3.76431
85 C -3.55984 0.97716 3.09370
86 C 2.32140 4.87589 0.69748
87 C -0.10929 1.38656 3.64040
88 C -0.24370 2.61458 4.28864
89 H -1.31226 -2.91542 -2.58606
90 N 0.77503 -1.22243 -4.14998
91 C -2.09757 -3.60648 3.17687
92 C -3.35473 2.28118 2.85271
93 C 1.50740 -0.12527 -6.19109
94 C -3.88191 0.59444 4.39761
95 H -1.09671 1.23556 -2.69691
96 C 0.73290 3.20730 0.14585
97 C 1.88997 -3.34724 -0.38513
98 H 0.65228 -2.10902 -5.97453
99 H 3.09826 0.91195 3.75171
100 H 1.67246 0.00463 -7.25047
101 H 2.03183 1.91858 -5.87207
102 H 1.45616 -2.45834 -0.81880
103 C -2.39943 2.93186 -5.83838
104 N 1.95496 -3.25014 0.97113
105 H -3.49109 1.19906 -6.13415


> What is the total charge in the first record?

0